Formula: C14H27BBr3Cl2F9KN3NaO12SSi2V
Source: the OMol25 dataset
Level of theory: ωB97M-V/def2-TZVPD

Geometry as XYZ:
```
77
C14H27BBr3Cl2F9KN3NaO12SSi2V, DFT ωB97M-V/def2-TZVPD
C 0.68 2.51 -0.81
Si 1.16 0.94 0.24
C 0.71 -0.58 -0.84
C -0.75 -1.21 -0.39
N -0.60 -2.53 0.36
O 0.14 0.86 1.66
Si 1.02 0.57 3.11
C -0.14 -0.53 4.21
C 0.51 -0.94 5.60
F 1.51 -0.01 6.05
C 2.65 -0.37 2.90
C 2.48 -1.85 2.33
C 3.80 -2.50 1.77
F 4.35 -3.49 2.60
F 3.53 -3.15 0.54
F 4.82 -1.60 1.50
N 1.18 2.14 3.99
C 0.13 2.38 4.65
O -0.90 2.33 5.29
H -0.13 3.09 -0.25
H 0.40 2.22 -1.86
H 1.58 3.20 -0.86
H 2.59 1.09 0.52
H 1.45 -1.43 -0.81
H 0.55 -0.17 -2.00
H -1.37 -0.45 0.22
H -1.37 -1.42 -1.36
H -0.83 -3.26 -0.38
H -1.37 -2.65 1.06
H -1.18 -0.08 4.32
H -0.28 -1.49 3.60
H -0.34 -1.04 6.35
H 1.00 -1.95 5.45
H 3.42 0.25 2.34
H 3.09 -0.48 3.95
H 1.61 -1.92 1.60
H 2.15 -2.50 3.22
N -0.51 -5.29 2.10
H -1.38 -5.71 1.77
H -0.62 -4.99 3.07
H 0.24 -5.99 2.05
H -0.26 -4.48 1.51
C 0.82 -3.95 -3.10
Br 2.34 -3.87 -4.31
Br 0.37 -2.20 -2.39
Br -0.70 -4.82 -3.93
H 1.12 -4.57 -2.26
C -1.37 -6.71 -8.08
F -2.06 -6.61 -6.92
F -0.84 -7.96 -8.10
F -2.29 -6.69 -9.07
S -0.08 -5.38 -8.27
O 0.82 -5.55 -7.14
O -0.82 -4.13 -8.23
O 0.55 -5.63 -9.56
Cl -0.90 0.59 -2.52
Na -1.67 2.79 0.69
B -2.72 8.48 -1.95
O -1.47 8.37 -2.70
C -1.04 7.11 -2.58
O -0.03 6.69 -3.07
C -1.99 6.36 -1.74
O -1.90 5.20 -1.43
O -2.98 7.16 -1.38
F -3.82 8.86 -2.88
F -2.60 9.45 -0.94
O -4.04 1.04 0.78
V -5.65 0.34 0.66
O -7.21 -0.40 0.53
Cl -5.55 8.52 -3.20
C 2.59 5.66 3.88
O 1.61 5.22 2.94
H 3.07 6.56 3.48
H 2.11 5.90 4.83
H 3.34 4.88 4.02
H 1.20 4.43 3.31
K -2.93 -2.68 0.26
```

Output
Max |F|   7.85 eV Å⁻¹
HOMO   -0.25155 Eh